a) 19
Properties=species:S:1:pos:R:3 method="wB97M-V/def2-TZVPD" lumo_ha=-0.039 gap_ha=0.2480
C -0.6468 3.0234 1.1071
N 0.3415 0.3883 0.7270
C 1.8428 -1.6600 0.1494
C 0.6016 -1.7878 -0.6239
C -0.3239 -0.1983 -0.6944
C -1.6678 -0.3653 -1.0249
H -0.7998 2.5951 2.0815
H -0.7827 2.3196 0.2945
H -1.4114 3.8260 1.0564
H 0.3457 3.3662 0.8091
H 1.7841 -2.0405 1.1678
H 1.1020 -0.3676 0.7811
H 2.7961 -1.6652 -0.2846
H 0.4861 -1.9643 -1.6885
H -0.2267 -2.3010 -0.1246
H -0.5499 0.1613 1.2523
H -2.3520 -0.6589 -0.1645
H 0.3732 0.2702 -1.6334
H -1.9905 -0.3311 -2.1164


b) 19
Properties=species:S:1:pos:R:3 method="wB97M-V/def2-TZVPD" lumo_ha=0.036 gap_ha=0.3422 smiles="C=CC.CNC"
C -3.4364 1.0641 -0.6184
C -3.6520 -0.2086 0.1763
C -2.5352 -0.8618 0.5681
H -4.0897 1.2465 -1.4326
H -3.6302 1.9661 0.0448
H -2.4380 1.0429 -1.0726
H -4.7627 -0.3219 0.5443
H -2.7848 -1.8692 0.9420
H -1.5153 -0.5493 0.3006
C 2.4963 0.7219 0.8674
N 2.2765 -0.5854 0.0222
C 3.5123 -0.9133 -0.8156
H 2.5571 1.6596 0.2850
H 1.5954 0.7643 1.5778
H 3.4155 0.3593 1.3443
H 1.2772 -0.5853 -0.1566
H 4.3660 -0.1798 -0.5712
H 3.4539 -1.0496 -1.8792
H 3.8942 -1.7005 -0.1266


It is b) that is the most stable of them.


a) 19
Properties=species:S:1:pos:R:3 method="wB97M-V/def2-TZVPD" lumo_ha=0.043 gap_ha=0.3651 smiles=CCCNCC
C -0.0099 1.0226 1.4969
C -1.3178 1.6783 2.0651
C -0.1646 -0.0478 0.3655
N 1.0234 -0.0038 -0.5884
C 0.6877 -0.6055 -1.8486
C 0.4957 -2.1911 -1.7039
H 0.6836 0.6269 2.2089
H 0.6451 1.8665 1.1200
H -2.2685 1.5385 1.5430
H -1.3721 1.3938 3.0920
H -1.1294 2.8856 2.0273
H -0.1380 -0.9878 0.7970
H -1.2427 0.2665 -0.1125
H 1.4518 0.9728 -0.8162
H 1.4393 -0.4969 -2.5115
H -0.3179 -0.2625 -2.1957
H 0.6512 -2.6774 -2.7940
H -0.4160 -2.4608 -1.2272
H 1.2991 -2.5179 -0.9180


b) 19
Properties=species:S:1:pos:R:3 method="wB97M-V/def2-TZVPD" lumo_ha=0.037 gap_ha=0.3593 smiles="C=CC.CNC"
C 1.5010 0.7909 2.2883
C 1.5353 -0.6843 2.4298
C 0.7569 -1.4883 1.7192
H 1.7394 1.4035 3.1658
H 2.1963 1.2042 1.5485
H 0.5040 1.1599 2.0150
H 2.2391 -1.1251 3.1274
H 0.9719 -2.5226 1.4787
H -0.1470 -1.1396 1.2279
C -2.2088 0.9273 -1.5491
N -0.9265 0.8278 -2.2219
C -0.3718 -0.5236 -2.2623
H -2.1937 0.8780 -0.4591
H -2.6928 1.8480 -1.8707
H -2.8286 0.0928 -1.8781
H -0.2864 1.4269 -1.7127
H -1.1515 -1.2417 -2.5142
H 0.0318 -0.8779 -1.3146
H 0.4184 -0.4739 -3.0107


c) 19
Properties=species:S:1:pos:R:3 method="wB97M-V/def2-TZVPD" lumo_ha=0.041 gap_ha=0.3736 smiles=CC(C)CCN
C 1.5472 0.5909 0.1770
C 0.1232 0.5821 0.7945
C -0.8048 0.1999 -0.4535
C -0.5912 -1.2993 -0.6624
C -2.3433 0.5532 -0.0815
N 2.7100 -0.3005 0.6386
H 1.9612 1.7051 0.2489
H 1.4241 0.2403 -0.8804
H 0.2116 -0.1807 1.6439
H -0.0732 1.6234 1.3942
H -0.4584 0.8724 -1.3171
H 0.4297 -1.3388 -0.6759
H -0.9274 -1.6076 -1.7021
H -1.1280 -1.8608 0.0322
H -3.0661 0.2064 -0.8565
H -2.3832 1.7243 0.1663
H -2.4807 -0.0665 0.8562
H 2.4716 -1.2790 0.8057
H 3.3778 -0.3648 -0.1281


It is b) that is the most stable of them.


a) 19
Properties=species:S:1:pos:R:3 method="wB97M-V/def2-TZVPD" lumo_ha=0.042 gap_ha=0.3535 smiles=CCCCNC
C -2.2314 -0.8541 -0.4475
C -1.6313 0.5402 -0.5564
C -0.0798 0.6227 -0.6143
C 0.6601 -0.6530 -0.2125
N 1.9929 -0.4538 0.3350
C 2.0968 0.5343 1.4144
H -1.8931 -1.4878 -1.2732
H -3.3026 -0.8695 -0.6820
H -2.0782 -1.3437 0.5069
H -1.9847 0.9786 -1.4874
H -1.9861 1.1498 0.2704
H 0.2380 0.9803 -1.5946
H 0.2909 1.3697 0.0909
H 0.0783 -1.2177 0.5144
H 0.8039 -1.3585 -1.0376
H 2.6672 -0.2193 -0.3688
H 2.1833 1.5266 0.9879
H 1.2365 0.3643 2.0666
H 2.9393 0.3911 2.0880


b) 19
Properties=species:S:1:pos:R:3 method="wB97M-V/def2-TZVPD" lumo_ha=-0.039 gap_ha=0.2106
C -2.0897 0.3762 -0.9706
C -1.5536 0.5273 0.5174
C -0.4660 -0.3185 1.0646
C 0.9612 0.2679 0.9776
N 1.4328 0.8441 -0.2925
C 1.0249 -0.2349 -1.2260
H -1.5561 0.8864 -1.8136
H -2.1314 -0.6822 -1.1513
H -3.1060 0.7892 -1.1057
H -2.5329 0.3583 0.9948
H -1.3831 1.6225 0.6996
H 0.9584 -0.8374 0.9341
H -0.7364 -0.9158 1.9987
H 2.8235 -1.1327 0.6751
H 1.1582 0.8156 1.9477
H 3.5507 -0.9034 0.8622
H 1.1554 0.0303 -2.2604
H 0.4405 -1.1155 -1.1282
H 2.0495 -0.3773 -0.7233


It is a) that is the most stable of them.


a) 15
Properties=species:S:1:pos:R:3 method="wB97M-V/def2-TZVPD" lumo_ha=0.016 gap_ha=0.3199 smiles="N[C@H]1C=CN=C1NS"
C 0.6250 0.4058 -0.4573
C 1.7658 -0.4599 0.0136
C 1.0756 -1.6122 0.1716
C -0.6189 -0.5406 -0.4801
H 0.6862 1.3214 1.2565
H 0.7394 2.5563 -0.0910
H 0.6918 1.0115 -1.4028
H 2.8187 -0.4374 -0.2007
H 2.0423 -2.2670 0.5241
H -1.6253 1.1303 -0.7264
H -3.0795 -0.6624 1.4237
N 0.4190 1.5502 0.4078
N -0.3022 -1.7235 -0.0803
N -1.8368 0.0592 -0.4064
S -3.4012 -0.3315 0.0477


b) 15
Properties=species:S:1:pos:R:3 method="wB97M-V/def2-TZVPD" lumo_ha=-0.007 gap_ha=0.3227
C 0.5492 -1.8132 -0.0211
C 0.8677 -0.6231 -0.4693
C -1.3498 0.1461 1.0446
C 0.6479 1.7191 -0.9975
H 1.4145 -2.5715 0.0352
H -0.4318 -2.3285 0.1732
H 1.9443 -0.5371 -0.5237
H -1.8515 -0.4048 -0.8971
H -2.3405 -0.4316 1.3038
H 0.2041 1.0947 1.5558
H -0.1392 2.4067 -0.7687
N 0.0391 0.4894 -0.8402
N -1.2448 0.3733 -0.4085
N -0.5895 0.4584 2.0834
S 2.2804 2.0222 -1.2700


It is b) that is the most stable of them.


a) 15
Properties=species:S:1:pos:R:3 method="wB97M-V/def2-TZVPD" lumo_ha="-0.042 / -0.016" gap_ha="0.2585 / 0.2922"
C 2.4429 0.0583 0.6079
C -2.0179 0.4562 -1.1720
N 1.0945 -0.1633 0.1042
C -0.9514 0.1095 -0.1851
O -1.4287 -0.0655 1.1254
N 0.2708 0.7887 -0.2724
C 0.3603 -1.3900 0.0730
N 0.4251 -2.5497 0.2912
H -1.6084 0.8130 1.4947
H 2.4392 0.0661 1.6997
H 2.7903 1.0233 0.2414
H 3.0754 -0.7540 0.2514
H -1.5961 0.5767 -2.1701
H -2.7550 -0.3483 -1.1989
H -2.5410 1.3790 -0.8904


b) 15
Properties=species:S:1:pos:R:3 method="wB97M-V/def2-TZVPD" lumo_ha=0.026 gap_ha=0.3656 smiles="[H]/N=C1/CN1[C@H](O)/C=N/[H]"
C -0.0247 0.1850 -1.6602
C -1.0793 0.6797 -0.7849
C 0.8579 0.5416 0.6903
C -0.0682 -0.6901 1.1054
O 2.1582 0.1412 0.4968
N 0.2555 1.0599 -0.5134
N -2.2795 0.9880 -0.6441
N 0.3908 -1.8339 0.8490
H 2.1357 -0.7946 0.2313
H -2.4651 1.7065 0.0525
H -0.1259 -2.6225 1.2300
H 0.8164 1.3199 1.4598
H 0.2108 -0.8751 -1.6209
H 0.1530 0.6484 -2.6216
H -0.9357 -0.4540 1.7301


c) 15
Properties=species:S:1:pos:R:3 method="wB97M-V/def2-TZVPD" lumo_ha=0.001 gap_ha=0.2931
C 0.4968 1.4270 -1.7346
C 0.0846 0.4680 -0.7205
C 0.6627 -0.6361 -0.4695
C 0.2494 -1.1839 0.8481
H -0.2228 2.0240 -2.3401
H 1.2412 2.1341 -0.7786
H 1.4732 1.0542 -2.3751
H 1.3016 -1.0727 -1.0870
H 0.9382 -2.7784 0.9699
H -1.9109 -1.2782 2.2407
H -1.7153 1.7566 0.5678
N 0.3615 -2.2952 1.4977
N -0.4398 0.0301 1.4511
N -0.6819 0.7624 0.2586
O -1.8386 -0.4121 1.6713


It is b) that is the most stable of them.


a) 15
Properties=species:S:1:pos:R:3 method="wB97M-V/def2-TZVPD" lumo_ha=0.032 gap_ha=0.3446 smiles="ON1C=NN[C@@H]2C[C@H]21"
C -0.8941 -1.4000 0.3193
C 0.8604 0.1975 -0.4796
C 0.9641 1.5397 0.1355
C 0.0123 0.5314 0.7314
H -2.8594 0.5797 -0.3444
H -1.5824 -2.1907 0.3696
H 1.9627 -1.3993 -0.8892
H 0.2530 0.2793 -1.4111
H 0.5894 2.3729 -0.4510
H 1.9242 1.8036 0.6376
H 0.2819 0.1845 1.6710
N -1.2515 -0.0262 0.5363
N 0.2869 -1.8232 -0.0289
N 1.3635 -1.0855 -0.1578
O -1.9109 0.4363 -0.6386


b) 15
Properties=species:S:1:pos:R:3 method="wB97M-V/def2-TZVPD" lumo_ha="0.027 / 0.027" gap_ha="0.3108 / 0.3109"
C 0.3067 1.2990 0.7528
C -0.1471 -1.1701 0.9549
C -0.4638 1.7852 -0.4508
N -0.3160 -2.3331 0.1966
C 0.6686 -0.1132 0.3645
N -0.2810 1.0508 -1.4807
N 1.0665 -0.1129 -0.9357
O -0.6605 -1.0811 2.0676
H -0.9012 -3.0239 0.6402
H 0.4571 -2.6706 -0.3560
H -0.6403 1.3206 -2.3927
H 0.9154 -1.0076 -1.4033
H 1.1769 1.9572 0.8798
H -0.2944 1.3143 1.6639
H -0.8870 2.7854 -0.5012


It is b) that is the most stable of them.


a) 15
Properties=species:S:1:pos:R:3 method="wB97M-V/def2-TZVPD" lumo_ha=0.014 gap_ha=0.3727
C -1.7964 -1.9315 0.1608
C -0.8656 -0.7891 0.1123
C 0.0437 1.3387 0.1850
C 1.4819 0.8970 0.4619
O 0.6461 -1.2180 -0.0435
N -1.0002 0.4262 0.3481
N -0.2612 2.4589 -0.3468
N 2.4131 1.2012 -0.4095
H 1.1318 -0.9279 -0.8284
H 0.5488 3.0844 -0.3444
H 2.0213 1.2049 -1.3586
H 1.7216 0.9124 1.5347
H -2.6562 -1.6954 0.7945
H -2.1362 -2.1587 -0.8529
H -1.2924 -2.8030 0.5868


b) 15
Properties=species:S:1:pos:R:3 method="wB97M-V/def2-TZVPD" lumo_ha=0.023 gap_ha=0.3832 smiles="C=NNC(=O)N1CC1"
C -2.8531 -0.4159 0.0524
C 0.1438 1.4336 -0.1131
C 1.7947 -0.4380 -0.6828
C 1.8402 -0.2518 0.7417
H -3.9559 -0.3978 0.1000
H -2.4236 -1.4736 -0.0803
H -0.4838 -0.5631 -0.0271
H 0.9895 -1.0380 -1.1323
H 2.7053 -0.4021 -1.3091
H 1.0514 -0.8449 1.3535
H 2.6995 -0.2011 1.3754
N -2.1738 0.6819 0.0105
N -0.7960 0.4244 -0.2121
N 1.5646 0.8902 -0.0923
O -0.1029 2.5962 0.0158


It is a) that is the most stable of them.


a) 11
Properties=species:S:1:pos:R:3 method="wB97M-V/def2-TZVPD" lumo_ha=-0.022 gap_ha=0.3175
C 0.1921 1.9628 -0.0632
C 0.3992 -1.0517 0.0968
C -1.1123 -0.9212 0.0252
N 1.0771 0.1052 -0.0566
O -0.8351 2.1327 0.4310
O 0.9557 -2.1193 0.2288
Cl 2.7739 0.1667 -0.1236
H 1.0040 2.4916 -0.5382
H -1.4701 0.0966 0.0748
H -1.4380 -1.3673 -0.9125
H -1.5466 -1.4961 0.8376


b) 11
Properties=species:S:1:pos:R:3 method="wB97M-V/def2-TZVPD" lumo_ha=0.013 gap_ha=0.3704 smiles="CC#[N+][O-].O=CCl"
C 2.5856 -0.1101 -0.9116
C -1.9235 -0.6883 0.6503
C -1.1490 0.5369 0.3719
N -0.6527 1.5665 0.0661
O 2.8994 -0.8010 -1.8394
O -0.0034 2.4702 -0.4263
Cl 2.3136 -0.7772 0.7536
H -1.7178 -1.0285 1.6463
H -1.5143 -1.5349 0.1619
H -3.0030 -0.5345 0.3804
H 2.1650 0.9007 -0.8532


c) 11
Properties=species:S:1:pos:R:3 method="wB97M-V/def2-TZVPD" lumo_ha=0.029 gap_ha=0.3962
C 0.8069 -1.9953 1.8166
C -0.1707 -1.4199 0.3743
C -0.3353 0.3398 -1.1130
N 1.1933 -1.2919 2.7429
O -1.1953 -1.9549 0.0775
O 0.3981 -0.3694 -0.0938
Cl 1.2729 -3.5997 1.5806
H 0.0684 0.0400 -2.0855
H -0.4320 1.4380 -0.7539
H -1.3175 0.1037 -0.9975
H 1.6576 -1.8506 3.5544


It is c) that is the most stable of them.


a) 12
Properties=species:S:1:pos:R:3 method="wB97M-V/def2-TZVPD" lumo_ha=0.019 gap_ha=0.3407 smiles=On1cc(F)cc1S
C -0.6214 -0.5431 -0.0114
C 0.5209 -1.3203 -0.0146
C 1.6102 -0.4171 -0.0367
C 1.1423 0.8611 -0.0527
H -2.6984 -0.7439 1.1445
H 0.5760 -2.4137 -0.0295
H 1.6279 1.8420 -0.0310
H -1.4757 1.9270 -0.8132
N -0.2230 0.7593 -0.0583
O -1.0622 1.8398 0.0632
F 2.9072 -0.7716 -0.0401
S -2.3037 -1.0196 -0.1202


b) 12
Properties=species:S:1:pos:R:3 method="wB97M-V/def2-TZVPD" lumo_ha=0.016 gap_ha=0.3247
C -0.6768 -0.6885 0.5998
C -1.7105 0.4239 0.3557
C -0.9990 1.2925 -0.3247
C 0.5731 -0.1858 0.1711
H 0.3487 -1.9096 1.4934
H -1.6743 -2.2970 1.3017
H -2.7711 0.4649 0.6802
H 2.8002 -0.8814 1.0248
N -0.7844 -2.0958 0.8345
O 0.2722 1.1219 -0.5314
F -1.4041 2.3687 -0.9408
S 2.1328 -1.0032 -0.1522


It is a) that is the most stable of them.


a) 11
Properties=species:S:1:pos:R:3 method="wB97M-V/def2-TZVPD" lumo_ha=-0.020 gap_ha=0.2978
N 0.1311 1.3761 -1.9299
C -0.6490 1.1547 -1.0449
C -1.3387 0.9796 0.0944
N -0.8926 0.1553 1.0903
C 0.0574 -0.6909 1.2504
C 1.1818 -1.1726 0.4038
O 1.4586 -0.8394 -0.7310
H 0.5179 0.6959 -2.5691
H -2.2777 1.4906 0.2958
H 0.0189 -1.2039 2.2143
H 1.7923 -1.9453 0.9258


b) 11
Properties=species:S:1:pos:R:3 method="wB97M-V/def2-TZVPD" lumo_ha=0.015 gap_ha=0.3625 smiles="O=c1cc[nH]cn1"
O 2.2332 -1.2014 0.6884
C 1.2466 -0.7683 0.1423
C 1.0661 0.6484 -0.2126
C -0.1282 1.1610 0.1208
N -1.1744 0.2612 0.3245
C -0.9880 -1.0010 -0.1633
N 0.1567 -1.5569 -0.2334
H 1.9365 1.1150 -0.6349
H -0.3862 2.2036 0.2454
H -2.1189 0.5967 0.3703
H -1.8433 -1.4581 -0.6474


It is b) that is the most stable of them.


a) 11
Properties=species:S:1:pos:R:3 method="wB97M-V/def2-TZVPD" lumo_ha=0.023 gap_ha=0.3596 smiles="C1=C2N[C@@H]12.N=C=O"
C 0.1809 0.0295 -1.5465
C 0.2723 -1.3728 -1.4840
C 0.5048 -0.2206 -0.2164
C -0.5791 1.5323 2.2993
N -0.1119 -1.5058 -0.1455
N -0.6464 2.1017 1.2548
O -0.5024 1.1791 3.3962
H 0.4161 0.7495 -2.2951
H 0.9094 -2.0623 -2.0176
H 0.3026 -2.2253 0.4430
H -0.7464 1.7948 0.3119


b) 11
Properties=species:S:1:pos:R:3 method="wB97M-V/def2-TZVPD" lumo_ha=-0.049 gap_ha=0.3044 smiles="O=C1C=C=NC=N1.[H][H]"
O -2.7534 0.0160 0.3105
C -1.6071 0.3027 0.0797
C -0.5337 -0.7968 0.3319
C 0.5788 -0.2096 0.0013
N 1.1126 0.8227 -0.4153
C 0.0889 1.7610 -0.6129
N -1.1561 1.5411 -0.3941
H -0.8317 -1.7617 0.7039
H 2.2355 -2.3176 0.1494
H 2.4413 -2.0823 0.8253
H 0.4250 2.7246 -0.9798


It is b) that is the most stable of them.


a) 11
Properties=species:S:1:pos:R:3 method="wB97M-V/def2-TZVPD" lumo_ha=0.011 gap_ha=0.3661
N -0.0787 -0.7135 2.6784
C 0.5847 -0.2922 1.6829
C 0.2133 0.0397 0.2928
N 1.1169 0.1051 -0.6346
C 0.4113 0.3132 -1.7988
C -0.9059 0.3902 -1.5089
O -1.0522 0.2152 -0.1605
H -1.0756 -0.8149 2.4885
H 1.6651 -0.1814 1.7961
H 0.9086 0.3719 -2.7578
H -1.7892 0.5649 -2.1073


b) 11
Properties=species:S:1:pos:R:3 method="wB97M-V/def2-TZVPD" lumo_ha=0.032 gap_ha=0.3279 smiles="N=C=COC1=CN1"
C 1.7654 0.0214 0.8431
C -1.1598 1.4891 -0.0056
C -1.5695 0.2921 0.3110
C 0.9694 0.8366 0.2465
N 0.7203 -0.7253 0.0682
N -2.0063 -0.7524 0.6898
O 0.1924 1.8707 0.0603
H 2.6851 -0.1280 1.3844
H -2.0053 2.1552 -0.2297
H 1.2861 -1.1205 -0.7142
H -2.0027 -1.6390 0.2487


c) 11
Properties=species:S:1:pos:R:3 method="wB97M-V/def2-TZVPD" lumo_ha=0.032 gap_ha=0.4063 smiles="[H]/N=C/N=C=O.C#C"
O -1.8891 -1.1180 -1.4874
C -1.5109 -0.1747 -0.9147
C 1.0838 -1.2198 -1.1343
C 1.4353 -1.1778 0.0149
N -0.1056 0.5124 1.5560
C -0.4867 1.3161 0.6536
N -1.2314 0.9165 -0.4484
H 0.7861 -1.3068 -2.1549
H 1.7401 -1.1495 1.0359
H 0.4580 1.0144 2.2405
H -0.2795 2.3872 0.6388


d) 11
Properties=species:S:1:pos:R:3 method="wB97M-V/def2-TZVPD" lumo_ha=0.028 gap_ha=0.3441 smiles="C1=N[C@@]23O[C@@H]2[C@H]3N1"
O -1.2792 -0.9843 -1.6099
C -0.8491 -0.0540 -0.7643
C 0.2248 -0.9167 -1.0925
C 0.1580 -0.9232 0.3633
N 0.5431 0.3098 0.9799
C -0.1251 1.4045 0.5404
N -1.0109 1.2380 -0.4082
H 0.9335 -0.9219 -1.9006
H 0.1242 -1.7930 1.0276
H 1.1561 0.3511 1.7810
H 0.0962 2.3768 0.9673


It is a) that is the most stable of them.


a) 11
Properties=species:S:1:pos:R:3 method="wB97M-V/def2-TZVPD" lumo_ha=0.002 gap_ha=0.3057
N 2.3381 0.2578 0.0201
C 1.5288 -0.6031 0.0269
C 0.6273 -1.6178 0.0335
N -0.5642 -1.0689 0.0083
C -1.4660 -0.1737 -0.0177
C -1.1771 1.2551 -0.0377
O -0.0430 1.7098 -0.0319
H 2.2854 1.2590 0.0045
H 0.7991 -2.6956 0.0568
H -2.4919 -0.5503 -0.0221
H -2.0585 1.9217 -0.0579


b) 11
Properties=species:S:1:pos:R:3 method="wB97M-V/def2-TZVPD" lumo_ha="-0.019 / -0.019" gap_ha="0.3006 / 0.3006"
N 0.9368 0.3774 -0.5363
C 1.4327 -0.8345 -0.2834
C 0.2145 -1.5545 0.2185
C -0.8492 -0.7488 0.3059
C -0.4383 0.6196 -0.1761
N -0.6356 1.6303 0.9379
O 0.3925 2.0114 1.4189
H 1.5760 1.1291 -0.7510
H 0.2271 -2.6033 0.4929
H -1.8536 -1.0015 0.6264
H -1.0988 0.9872 -0.9744


c) 11
Properties=species:S:1:pos:R:3 method="wB97M-V/def2-TZVPD" lumo_ha=0.016 gap_ha=0.4506 smiles=N#CCOCC#N
N 2.5658 0.4609 0.9357
C 1.7918 0.0601 0.1768
C 0.8288 -0.4795 -0.8066
O -0.2940 -1.0682 -0.1948
C -1.3733 -0.1942 0.0134
C -1.0966 0.8882 0.9822
N -0.8955 1.7584 1.7162
H 1.3264 -1.2666 -1.3799
H 0.5376 0.3208 -1.5010
H -1.6923 0.2718 -0.9298
H -2.1968 -0.8052 0.3905


It is c) that is the most stable of them.